(1)
The following is a DFT calculation (ωB97M-V/def2-TZVPD) of a cluster of 20 separate species, C56H164N28O20 in total.

## Properties
ΔE to the lowest compared entry with this formula, charge and spin in kJ/mol: 0.0
Net charge: 0
E in a.u.: -5270.096554
M in g mol⁻¹: 1550.10

Geometry (Å):
C (-9.2202, -0.3790, 3.1603)
C (-7.7755, -0.8738, 3.5372)
C (-6.6785, -0.1417, 2.7319)
O (-7.0570, -0.3196, 1.3634)
C (-6.0996, 0.2496, 0.4904)
N (-7.3833, -0.7267, 4.8851)
H (-9.2387, 0.7363, 3.3361)
H (-9.8496, -0.8889, 3.8923)
H (-9.4945, -0.6751, 2.1342)
H (-7.7745, -1.9369, 3.3274)
H (-5.7144, -0.6221, 2.9438)
H (-6.6102, 0.9501, 2.9832)
H (-6.4818, 0.3777, -0.5327)
H (-5.2344, -0.3869, 0.5127)
H (-5.8428, 1.2567, 0.9038)
H (-7.2318, 0.2216, 5.2550)
H (-7.9974, -1.1376, 5.5735)
C (4.8676, 5.4954, 0.9648)
C (6.0873, 5.8011, 1.8337)
C (7.0165, 4.5861, 1.9749)
O (6.4247, 3.5386, 2.7930)
C (6.9878, 3.3480, 4.1030)
N (6.7297, 6.9860, 1.3269)
H (4.3496, 6.4471, 0.7406)
H (4.1595, 4.9102, 1.5695)
H (5.1186, 4.9759, 0.0809)
H (5.7617, 5.9338, 2.8835)
H (7.9335, 4.8553, 2.4289)
H (7.1222, 4.1963, 0.9584)
H (6.1852, 2.8996, 4.7336)
H (7.2511, 4.3532, 4.4059)
H (7.8557, 2.7480, 4.0334)
H (6.5154, 7.0736, 0.3534)
H (7.6983, 7.1055, 1.4788)
C (-2.7820, 7.5418, -0.1263)
C (-1.2434, 7.4212, -0.0415)
C (-0.4814, 8.6998, -0.1185)
O (-0.6777, 9.2757, -1.4005)
C (0.0375, 8.6273, -2.4161)
N (-0.7544, 6.6544, 1.1254)
H (-3.0710, 8.3213, -0.8281)
H (-3.2004, 7.6833, 0.8607)
H (-3.1526, 6.5806, -0.4897)
H (-0.9605, 6.8591, -0.9419)
H (0.5608, 8.5340, 0.0791)
H (-0.9490, 9.4204, 0.5543)
H (-0.4686, 7.7395, -2.7484)
H (1.0622, 8.4203, -2.0595)
H (0.1680, 9.3344, -3.2165)
H (-1.0402, 5.6737, 0.9775)
H (-1.1632, 6.9551, 2.0068)
C (6.0084, -3.0476, 2.3982)
C (6.4741, -2.2109, 1.2111)
C (7.5770, -2.9480, 0.4629)
O (8.1663, -2.1117, -0.5257)
C (9.5891, -2.2166, -0.6728)
N (5.3388, -1.8999, 0.3930)
H (5.0748, -2.5696, 2.7726)
H (6.7891, -3.1476, 3.2037)
H (5.7020, -4.0019, 1.9997)
H (6.8999, -1.2404, 1.5578)
H (7.1100, -3.8145, -0.0290)
H (8.3720, -3.2706, 1.1538)
H (10.2540, -2.0652, 0.2104)
H (9.9357, -1.5083, -1.3870)
H (9.8391, -3.2135, -1.0758)
H (5.7540, -1.4705, -0.4264)
H (4.9403, -2.7801, 0.0612)
C (0.7932, 3.6688, -1.1576)
C (2.0175, 4.4847, -0.9331)
C (2.8736, 4.4506, -2.2892)
O (3.3154, 3.1378, -2.5641)
C (4.7527, 3.0546, -2.3296)
N (1.7028, 5.8397, -0.6007)
H (0.2619, 3.7643, -0.1616)
H (0.8808, 2.6040, -1.3137)
H (0.2135, 4.1286, -2.0006)
H (2.5596, 4.0644, -0.0860)
H (3.5969, 5.2385, -2.3897)
H (2.0528, 4.6424, -3.0235)
H (5.0770, 2.1157, -2.8039)
H (4.9812, 3.1218, -1.2760)
H (5.2048, 3.8689, -2.8722)
H (1.2433, 5.9451, 0.2726)
H (1.0263, 6.2933, -1.2412)
C (1.0647, -4.1296, 4.5095)
C (0.7556, -3.3877, 3.2350)
C (1.1456, -1.9476, 3.2384)
O (0.5223, -1.3815, 4.3304)
C (0.8172, 0.0080, 4.5445)
N (1.5138, -4.0247, 2.1601)
H (0.6412, -3.5914, 5.3228)
H (2.1427, -4.2714, 4.5982)
H (0.6845, -5.1514, 4.4887)
H (-0.2825, -3.3924, 2.9369)
H (0.7636, -1.4831, 2.3563)
H (2.2467, -1.9291, 3.2830)
H (1.9017, 0.0655, 4.5665)
H (0.3816, 0.2526, 5.5117)
H (0.5070, 0.5277, 3.6842)
H (1.0854, -4.8752, 1.7729)
H (2.4237, -4.3114, 2.5025)
C (1.7092, -8.4125, -3.7764)
C (2.2405, -8.5960, -5.2215)
C (2.9960, -7.2950, -5.6682)
O (2.4701, -6.0678, -5.1916)
C (1.3844, -5.5546, -6.0897)
N (3.1322, -9.6913, -5.4694)
H (1.3801, -9.4297, -3.5509)
H (0.7999, -7.7671, -3.6625)
H (2.3533, -7.9017, -3.0420)
H (1.3215, -8.7928, -5.8548)
H (3.0384, -7.2934, -6.8058)
H (4.0157, -7.3229, -5.3896)
H (1.7746, -5.0798, -7.0024)
H (0.9398, -4.8203, -5.4185)
H (0.7692, -6.4223, -6.2841)
H (3.8772, -9.7941, -4.7947)
H (2.6310, -10.5484, -5.5988)
C (-0.9466, -2.7066, -4.6934)
C (-0.2111, -1.8487, -3.6924)
C (-0.3589, -0.3733, -3.9872)
O (0.2410, -0.0989, -5.1570)
C (-0.2362, 0.9380, -5.9592)
N (-0.6476, -2.0129, -2.2597)
H (-0.8978, -2.3264, -5.7042)
H (-2.0012, -2.5710, -4.4262)
H (-0.7303, -3.8145, -4.6360)
H (0.8444, -2.1411, -3.7215)
H (0.0002, 0.2596, -3.1469)
H (-1.5011, -0.1826, -4.0314)
H (-0.4424, 1.8099, -5.3508)
H (-1.2339, 0.6893, -6.3809)
H (0.5440, 1.1451, -6.6754)
H (-1.6476, -2.0671, -2.1680)
H (-0.1516, -2.8552, -2.0145)
C (-6.2718, -3.1083, -2.5825)
C (-5.7496, -4.3033, -1.7883)
C (-4.8916, -4.0905, -0.5436)
O (-3.7552, -3.2808, -0.7543)
C (-2.7491, -3.5793, 0.1677)
N (-6.8561, -5.2139, -1.4017)
H (-6.9896, -2.5081, -2.0505)
H (-6.7653, -3.3377, -3.4955)
H (-5.4305, -2.4772, -2.8465)
H (-5.0799, -4.8270, -2.4971)
H (-4.5610, -5.1249, -0.2810)
H (-5.5350, -3.7294, 0.2105)
H (-1.8591, -2.9107, -0.0461)
H (-2.3661, -4.6408, 0.1038)
H (-3.0366, -3.3386, 1.2098)
H (-6.4957, -6.0814, -1.0285)
H (-7.4400, -4.7602, -0.7132)
C (-3.4158, -4.9160, 4.6158)
C (-4.3106, -3.8182, 5.0278)
C (-3.6149, -2.4296, 4.8744)
O (-3.2400, -2.2407, 3.4570)
C (-2.4980, -1.0098, 3.1769)
N (-5.5802, -3.9375, 4.3364)
H (-2.6086, -5.1256, 5.3079)
H (-2.9791, -4.6052, 3.6112)
H (-3.9741, -5.8980, 4.5583)
H (-4.5554, -3.9530, 6.1034)
H (-2.7691, -2.4365, 5.6137)
H (-4.2113, -1.5778, 5.1997)
H (-2.9253, -0.0899, 3.5982)
H (-2.5183, -0.9711, 2.0677)
H (-1.5155, -1.1856, 3.5878)
H (-6.0009, -3.0263, 4.2367)
H (-5.4384, -4.2542, 3.3781)
C (-3.0629, -6.9848, -6.4225)
C (-3.2454, -7.8085, -5.1307)
C (-2.9783, -6.9415, -3.8957)
O (-1.7106, -6.3281, -4.0487)
C (-1.3065, -5.7633, -2.8381)
N (-4.6674, -8.2763, -4.8736)
H (-3.0899, -7.4996, -7.3690)
H (-2.0729, -6.4019, -6.2793)
H (-3.8645, -6.2114, -6.4320)
H (-2.6381, -8.7263, -5.1988)
H (-3.0642, -7.5763, -3.0225)
H (-3.8557, -6.2391, -3.7610)
H (-1.3053, -6.4471, -2.0050)
H (-1.8831, -4.9022, -2.5688)
H (-0.2504, -5.5015, -2.9573)
H (-4.9835, -9.1207, -5.2816)
H (-5.3183, -7.4826, -4.9789)
C (1.7048, 3.7877, 5.5480)
C (1.4335, 4.8614, 4.5103)
C (2.6875, 5.6574, 4.2507)
O (2.3743, 6.6840, 3.3817)
C (3.2517, 7.7544, 3.3610)
N (1.0729, 4.2549, 3.2127)
H (2.1520, 4.2374, 6.4360)
H (2.3877, 3.1188, 5.1486)
H (0.8363, 3.2564, 5.9498)
H (0.7134, 5.6040, 4.8253)
H (3.4414, 5.0367, 3.7730)
H (3.2261, 6.1058, 5.0792)
H (4.3120, 7.5029, 3.3597)
H (2.9955, 8.3891, 4.2182)
H (3.1611, 8.3284, 2.4480)
H (0.2257, 3.7390, 3.3382)
H (0.8370, 5.0185, 2.6154)
C (3.5754, 1.4055, 2.1670)
O (2.7189, 0.5908, 1.7953)
N (4.8735, 1.1362, 1.8870)
N (3.4582, 2.6196, 2.8084)
H (4.9859, 0.2398, 1.4172)
H (5.6044, 1.8366, 2.0826)
H (4.2354, 3.2472, 2.6870)
H (2.5531, 3.0895, 2.8134)
C (-2.9051, 4.0980, 5.4901)
O (-3.3075, 5.0900, 4.9204)
N (-2.0258, 3.1537, 4.9013)
N (-3.2011, 3.8414, 6.7957)
H (-1.7205, 3.2312, 3.9500)
H (-1.9328, 2.2614, 5.3355)
H (-4.0233, 4.3940, 7.0253)
H (-3.0322, 2.9731, 7.3298)
C (-0.3638, 0.6917, 0.2388)
O (-1.4091, 0.9311, -0.3598)
N (0.4724, -0.3380, -0.1474)
N (-0.0832, 1.3667, 1.4311)
H (1.1910, -0.6746, 0.4495)
H (0.1137, -0.8465, -0.9915)
H (-0.6947, 2.1358, 1.6471)
H (0.8580, 1.4909, 1.7620)
C (3.6656, -0.2553, -2.3904)
O (4.1139, -1.4103, -2.3946)
N (3.2057, 0.2923, -3.5578)
N (3.6267, 0.4784, -1.1985)
H (3.3782, -0.2087, -4.4602)
H (2.6152, 1.0732, -3.5315)
H (3.0222, 1.3004, -1.1862)
H (3.3411, -0.0184, -0.3531)
C (2.5219, -4.3731, -1.5963)
O (2.1788, -5.4916, -1.2576)
N (2.4076, -3.3598, -0.6832)
N (3.1983, -4.2476, -2.7120)
H (2.2205, -3.5352, 0.3191)
H (2.6351, -2.4212, -0.8937)
H (3.5611, -3.3745, -3.0328)
H (3.2104, -5.0757, -3.2928)
C (-2.4510, 4.9706, -4.2813)
O (-2.0363, 3.8360, -4.2761)
N (-1.9794, 5.8214, -5.1709)
N (-3.5713, 5.2668, -3.5236)
H (-1.0811, 5.5173, -5.5030)
H (-2.0890, 6.8329, -5.1036)
H (-3.7259, 4.5966, -2.8281)
H (-4.1440, 6.0386, -3.5977)
C (-2.7844, 3.8122, 1.5196)
O (-1.6508, 3.6585, 2.0639)
N (-3.7169, 4.7031, 1.9344)
N (-3.0599, 2.9864, 0.4343)
H (-4.6828, 4.5152, 1.7045)
H (-3.5225, 5.0407, 2.8635)
H (-3.8126, 3.1081, -0.2279)
H (-2.3315, 2.3594, 0.1245)
C (-3.8987, 0.3908, -2.7571)
O (-4.7843, 0.1499, -3.5234)
N (-3.3159, 1.6167, -2.7116)
N (-3.5487, -0.4689, -1.7474)
H (-3.1669, 2.0255, -3.6343)
H (-2.4269, 1.5883, -2.2023)
H (-2.9189, -0.2770, -0.9942)
H (-4.0850, -1.4020, -1.7140)

---

(2)
The following is a DFT calculation (ωB97M-V/def2-TZVPD) of a structure of composition C5H3CdO6.

## Properties
ΔE to the lowest compared entry with this formula, charge and spin in kJ/mol: 0.0
Net charge: +1
E in a.u.: -811.097085
M in g mol⁻¹: 271.48

Geometry (Å):
O (-2.8316, 3.4874, -3.0536)
C (-2.1119, 2.6293, -2.7937)
Cd (0.2882, -0.4123, 0.3667)
O (-2.9094, -0.3832, 1.2420)
C (-1.7825, -0.4464, 1.0247)
C (1.2774, -2.2446, 1.6771)
O (1.8637, -3.0736, 2.2003)
C (2.1797, -0.6857, -0.8982)
O (3.0680, -1.0247, -1.5586)
C (-0.5892, -1.9542, -1.4877)
O (-0.9554, -2.5436, -2.4022)
H (0.9696, 0.6425, -0.6641)
O (0.6674, 1.7934, 1.8400)
H (0.8750, 1.7204, 2.7835)
H (-0.0091, 2.4953, 1.7238)

---

(3)
The following is a DFT calculation (ωB97M-V/def2-TZVPD) of a structure of composition C28H26BrN2O4PPd.

## Properties
ΔE to the lowest compared entry with this formula, charge and spin in kJ/mol: 0.0
Net charge: 0
E in a.u.: -4536.412713
M in g mol⁻¹: 671.82

Geometry (Å):
Pd (-1.3820, 0.4890, 1.0122)
N (-2.7679, -1.8351, 1.1197)
C (-4.1023, -1.3734, 0.7724)
C (-4.3840, -0.0388, 1.4446)
N (-3.4515, 1.0155, 1.0090)
H (-2.4653, -2.6306, 0.5769)
H (-2.6628, -2.0462, 2.1074)
H (-4.8995, -2.0666, 1.0691)
H (-4.1651, -1.2571, -0.3132)
H (-4.2665, -0.1591, 2.5240)
H (-5.4174, 0.2620, 1.2511)
H (-3.5670, 1.8316, 1.5985)
H (-3.5929, 1.2943, 0.0329)
O (-1.3464, -1.5086, 3.5831)
C (-0.8047, -0.4272, 3.4393)
O (-1.3806, 0.6719, 3.0214)
C (0.6636, -0.2612, 3.7434)
C (1.1579, -0.4392, 5.0293)
C (2.5094, -0.2715, 5.2802)
C (3.3818, 0.0513, 4.2472)
C (2.8960, 0.2132, 2.9614)
C (1.5357, 0.0612, 2.7023)
P (0.8610, 0.2587, 1.0263)
C (1.5154, -1.1424, 0.0850)
C (1.8665, -2.3213, 0.7393)
C (2.2999, -3.4198, 0.0107)
C (2.3885, -3.3468, -1.3717)
C (2.0340, -2.1756, -2.0283)
C (1.5925, -1.0789, -1.3056)
C (1.6856, 1.7339, 0.3682)
C (1.0613, 2.9651, 0.5560)
C (1.6792, 4.1310, 0.1323)
C (2.9194, 4.0751, -0.4875)
C (3.5438, 2.8512, -0.6816)
C (2.9303, 1.6827, -0.2550)
H (0.4778, -0.7064, 5.8274)
H (2.8882, -0.3962, 6.2865)
H (4.4387, 0.1713, 4.4459)
H (3.5781, 0.4591, 2.1562)
H (1.7987, -2.3863, 1.8180)
H (2.5705, -4.3317, 0.5264)
H (2.7332, -4.2022, -1.9383)
H (2.0954, -2.1144, -3.1076)
H (1.2995, -0.1744, -1.8226)
H (0.0876, 3.0013, 1.0300)
H (1.1869, 5.0834, 0.2788)
H (3.3976, 4.9853, -0.8253)
H (4.5088, 2.8032, -1.1690)
H (3.4220, 0.7314, -0.4164)
Br (-1.0391, -1.0469, -7.6638)
C (-1.3223, -0.4690, -5.8817)
C (-0.9024, -1.2724, -4.8344)
C (-1.1018, -0.8378, -3.5328)
C (-1.7252, 0.3782, -3.2827)
C (-2.1567, 1.1598, -4.3477)
C (-1.9487, 0.7461, -5.6538)
C (-1.9664, 0.8568, -1.8754)
O (-2.8368, 1.7002, -1.6615)
O (-1.2129, 0.2938, -0.9982)
H (-0.4291, -2.2239, -5.0345)
H (-0.7776, -1.4465, -2.6998)
H (-2.6579, 2.0949, -4.1374)
H (-2.2717, 1.3550, -6.4866)

---

(4)
The following is a DFT calculation (ωB97M-V/def2-TZVPD) of the ion C23H38F4NO7P2 with charge -1.

## Properties
Net charge: -1
E in a.u.: -2562.587394
M in g mol⁻¹: 578.50

Geometry (Å):
C (-0.0657, -0.1125, 4.4923)
C (0.8353, -1.1343, 4.4333)
C (2.2832, -0.7859, 4.0749)
O (2.5888, 0.3626, 3.9004)
O (3.2565, -1.7764, 4.0024)
C (3.6025, -2.1277, 2.6434)
C (2.6033, -1.6338, 1.5414)
C (3.1402, -2.2202, 0.1503)
C (1.9036, -2.7880, -0.6412)
C (0.9831, -1.6472, -1.3105)
C (-0.3370, -1.5729, -0.5083)
P (-1.8874, -0.5982, -1.1012)
C (-1.4510, 0.9691, -0.0358)
C (0.0734, 1.2323, 0.1794)
P (0.3975, 3.0171, 0.6844)
O (-0.8382, 3.7195, 1.1271)
O (1.4766, 2.9834, 1.9518)
C (2.0389, 4.2664, 2.2482)
C (1.1464, 5.1402, 3.2300)
O (1.1398, 3.7996, -0.6101)
C (2.3892, 3.1785, -0.9587)
C (2.3352, 2.4831, -2.3897)
C (-1.1604, 0.1231, -2.6966)
O (-0.8279, 1.5242, -2.7112)
O (-1.1085, 2.0611, -3.9671)
C (-2.4480, -2.2797, -1.9437)
C (-3.2989, -3.1253, -1.0767)
C (-3.6962, -4.3893, -1.6575)
C (-3.1985, -4.6473, -2.9887)
N (-2.4303, -3.9087, -3.7911)
C (-2.0413, -2.6995, -3.2624)
C (-3.6360, 0.1017, -1.5637)
F (-3.6887, 1.4095, -2.0583)
F (-4.3177, -0.6481, -2.5510)
C (-4.6629, 0.1007, -0.3345)
F (-4.5376, 1.2353, 0.4280)
F (-5.9495, 0.1786, -0.9178)
H (-0.8708, -0.0622, 5.2583)
H (0.0068, 0.7145, 3.7468)
H (0.4714, -2.1545, 4.6847)
H (3.5869, -3.2524, 2.5997)
H (4.6327, -1.8197, 2.3373)
H (2.5744, -0.5285, 1.4050)
H (1.6044, -2.0784, 1.7757)
H (3.7846, -3.1014, 0.4102)
H (3.6531, -1.4491, -0.4658)
H (2.3237, -3.4400, -1.4614)
H (1.2896, -3.4782, -0.0043)
H (1.6508, -0.7607, -1.3907)
H (0.7820, -2.0749, -2.3316)
H (-0.1017, -1.4129, 0.5876)
H (-0.6762, -2.6517, -0.4636)
H (-2.5039, -1.0805, 0.1420)
H (-1.8986, 1.9102, -0.4252)
H (-1.8849, 0.8530, 0.9986)
H (0.5446, 0.6277, 1.0015)
H (0.6867, 1.1022, -0.7412)
H (3.0202, 4.1215, 2.7764)
H (2.2640, 4.8950, 1.3538)
H (1.8103, 5.5836, 4.0092)
H (0.2731, 4.5869, 3.6371)
H (0.7628, 6.0029, 2.6236)
H (3.2517, 3.8940, -0.9623)
H (2.6490, 2.3523, -0.2376)
H (3.2990, 2.5606, -2.9416)
H (2.1144, 1.3848, -2.3030)
H (1.4620, 2.9260, -2.9236)
H (-0.3419, -0.4107, -3.2299)
H (-2.0114, 0.0569, -3.4457)
H (-1.3960, 2.9689, -3.7690)
H (-3.5863, -2.8270, -0.0526)
H (-4.3076, -5.1311, -1.1092)
H (-3.4860, -5.6460, -3.4096)
H (-1.3759, -2.1258, -3.9314)
H (-4.6684, -0.8462, 0.2403)

---

(5)
The following is a DFT calculation (ωB97M-V/def2-TZVPD) of the molecule C2H5N3O.

## Properties
ΔE to the lowest compared entry with this formula, charge and spin in kJ/mol: 216.5
Net charge: 0
E in a.u.: -318.668018
M in g mol⁻¹: 87.08

Geometry (Å):
N (0.6991, 2.7029, -2.1342)
C (0.5467, 1.5622, -1.9187)
N (-0.0483, 0.3829, -1.5989)
C (-0.3359, 0.0059, -0.2767)
N (0.8043, -0.8768, 0.2452)
O (-1.5937, -0.5562, -0.2980)
H (0.3638, -0.3955, -2.0212)
H (-0.4157, 0.9236, 0.3625)
H (0.8054, -0.8196, 1.2805)
H (0.5003, -1.7749, 0.0374)
H (-1.4860, -1.4000, -0.9016)

---

(6)
The following is a DFT calculation (ωB97M-V/def2-TZVPD) of a cluster of 2 separate species, C13H23N2 in total.

## Properties
ΔE to the lowest compared entry with this formula, charge and spin in kJ/mol: 39.7
Net charge: +1
E in a.u.: -618.383546
M in g mol⁻¹: 207.34

Geometry (Å):
C (0.9762, 0.5801, -3.2402)
N (0.3124, -0.4460, -2.4347)
C (-1.1134, -0.6518, -2.6939)
C (0.9544, -1.0201, -1.4404)
C (0.5619, -2.2790, -0.8181)
C (-0.2622, -3.2538, -1.4437)
C (-0.6910, -4.3862, -0.7514)
C (-0.2271, -4.6400, 0.5500)
C (0.6737, -3.7502, 1.1559)
C (1.0650, -2.5891, 0.4810)
H (0.2635, 0.9197, -3.9979)
H (1.3063, 1.4339, -2.6255)
H (1.8613, 0.1474, -3.7314)
H (-1.5281, 0.2825, -3.0970)
H (-1.2369, -1.4454, -3.4482)
H (-1.6404, -0.9386, -1.7706)
H (1.9734, -0.6571, -1.2497)
H (-0.5127, -3.1484, -2.5046)
H (-1.3874, -5.0835, -1.2362)
H (-0.5585, -5.5370, 1.0741)
H (1.0725, -3.9602, 2.1571)
H (1.8127, -1.9345, 0.9404)
C (-0.9146, 4.6913, 3.0232)
C (-0.9391, 3.2180, 2.6009)
C (0.1179, 2.7684, 1.5612)
C (-0.0288, 1.2928, 1.2369)
N (0.7723, 0.6633, 0.1783)
H (-1.7422, 4.8856, 3.7156)
H (0.0159, 4.9497, 3.5391)
H (-1.0341, 5.3588, 2.1645)
H (-0.8201, 2.5996, 3.5030)
H (-1.9396, 2.9821, 2.2078)
H (0.0216, 3.4006, 0.6710)
H (1.1077, 2.9505, 1.9991)
H (0.1767, 0.7234, 2.1521)
H (-1.0580, 1.0773, 0.9477)
H (1.6991, 1.1119, 0.1114)
H (0.8893, -0.3158, 0.5135)